Record 1
H32O20S | wB97M-V/def2-TZVPD

Calculated values
Net charge: -2
ΔE to the lowest compared entry with this formula, charge and spin: 83.24 kcal/mol
Kohn-Sham gap: 0.337 hartree
Electronic energy: -1922.30062 a.u.
HOMO energy: -4.3885 eV

Element x y z (Å)
S1 11.666 -4.551 -7.730
O1 14.303 -2.978 -5.754
O2 12.674 -7.681 -5.901
O3 8.715 -4.071 -9.475
O4 9.702 -1.311 -6.062
O5 9.249 -6.993 -8.391
O6 12.896 -2.070 -9.651
O7 11.920 -7.310 -9.697
O8 12.233 -4.920 -4.174
O9 12.325 -0.820 -6.946
O10 13.027 -4.416 -8.131
O11 11.655 -2.268 -4.186
O12 15.276 -4.388 -9.481
O13 11.503 -5.488 -6.643
O14 10.866 -4.971 -8.910
O15 14.673 -6.086 -6.677
O16 8.987 -3.639 -4.861
O17 11.106 -4.675 -11.472
O18 11.308 -3.220 -7.294
O19 10.354 -1.618 -9.028
O20 9.680 -6.313 -5.301
H1 9.602 -4.450 -9.277
H2 11.924 -7.945 -8.898
H3 11.035 -4.640 -10.531
H4 14.873 -4.469 -10.372
H5 8.915 -6.594 -5.839
H6 9.139 -7.576 -9.142
H7 11.529 -1.480 -3.659
H8 12.170 -6.842 -6.049
H9 9.561 -4.398 -4.880
H10 14.192 -6.812 -6.250
H11 10.457 -2.267 -8.283
H12 11.892 -0.349 -7.636
H13 10.422 -1.800 -6.349
H14 9.267 -2.978 -5.558
H15 12.593 -8.067 -6.752
H16 9.627 -1.916 -9.535
H17 14.038 -5.620 -7.260
H18 10.556 -5.421 -11.660
H19 12.029 -1.661 -9.425
H20 14.268 -2.582 -6.613
H21 9.106 -1.145 -6.816
H22 14.448 -4.350 -8.911
H23 9.681 -6.202 -8.737
H24 12.243 -2.017 -4.909
H25 12.263 -1.775 -7.125
H26 11.583 -6.467 -9.416
H27 12.010 -3.970 -4.201
H28 14.159 -3.869 -6.012
H29 11.823 -5.126 -5.013
H30 8.356 -4.127 -8.567
H31 10.451 -6.029 -5.881
H32 12.847 -2.871 -9.087

Record 2
H33O17 | wB97M-V/def2-TZVPD

Calculated values
Net charge: -1
ΔE to the lowest compared entry with this formula, charge and spin: 125.03 kcal/mol
Kohn-Sham gap: 0.353 hartree
Electronic energy: -1298.79512 a.u.
HOMO energy: -7.3141 eV

Element x y z (Å)
O1 -1.241 0.902 0.631
O2 -5.961 -2.495 0.531
O3 -0.293 -0.135 4.564
O4 2.763 2.109 2.849
O5 2.866 -1.326 -0.578
O6 4.816 -3.570 -0.113
O7 -1.595 -1.985 0.074
O8 2.834 -1.067 2.742
O9 -3.149 1.633 -1.820
O10 -3.216 2.822 0.439
O11 4.138 1.486 -0.843
O12 -0.041 1.469 -1.817
O13 -1.514 2.035 2.803
O14 1.978 -0.637 -4.539
O15 -0.986 -5.190 -0.775
O16 -2.017 0.746 -4.851
O17 1.199 1.371 0.763
H1 3.755 1.872 -1.542
H2 -1.352 0.122 1.214
H3 3.100 -1.210 3.683
H4 0.126 1.030 0.689
H5 -1.310 -4.342 -1.367
H6 -6.165 -2.070 -0.269
H7 0.977 -0.408 -4.378
H8 2.617 2.024 1.993
H9 -1.485 1.851 1.676
H10 -3.326 3.122 -0.431
H11 4.868 -3.335 -0.992
H12 -2.993 1.962 0.394
H13 -0.065 0.314 5.338
H14 -2.468 -1.748 -0.161
H15 -2.740 0.350 -4.216
H16 4.320 -3.061 0.451
H17 1.238 1.658 1.669
H18 3.784 1.629 -0.010
H19 2.251 -1.396 -1.377
H20 -0.389 1.290 -0.906
H21 -5.828 -1.920 1.281
H22 -0.811 0.665 3.995
H23 -0.642 -4.610 -0.091
H24 2.983 -1.907 2.237
H25 2.265 1.431 3.348
H26 -1.707 2.933 2.557
H27 2.532 0.099 -4.581
H28 -0.974 -1.187 -0.016
H29 -2.991 2.374 -2.331
H30 2.936 -0.369 -0.567
H31 0.856 1.612 -1.435
H32 -1.644 1.480 -4.516
H33 -2.298 1.579 -1.398

Record 3
H34O17 | wB97M-V/def2-TZVPD

Calculated values
ΔE to the lowest compared entry with this formula, charge and spin: 33.96 kcal/mol
Kohn-Sham gap: 0.318 hartree
Electronic energy: -1299.47584 a.u.
HOMO energy: -9.4780 eV

Element x y z (Å)
O1 0.053 0.355 3.142
O2 -0.235 -2.530 1.344
O3 -1.869 -1.240 -0.799
O4 -0.261 2.803 1.940
O5 1.677 2.884 -0.392
O6 -3.072 0.728 -2.303
O7 3.851 -0.755 1.218
O8 -2.479 -0.543 1.831
O9 2.056 -2.318 -0.671
O10 2.026 -1.794 3.221
O11 0.567 0.246 0.047
O12 -1.618 3.455 -1.583
O13 0.429 2.095 -2.639
O14 -2.095 1.620 0.324
O15 -0.271 -0.354 -2.909
O16 3.032 0.383 -0.990
O17 -0.307 -3.487 -1.410
H1 -2.578 -1.841 -1.145
H2 0.425 -0.986 -2.912
H3 -1.829 2.265 0.990
H4 -2.588 0.991 0.865
H5 1.078 2.717 -1.095
H6 3.346 -1.520 1.467
H7 -0.024 1.197 2.624
H8 0.299 1.137 -2.731
H9 -1.987 -1.064 0.152
H10 3.556 -0.443 0.370
H11 -0.065 3.189 2.824
H12 3.193 1.150 -1.499
H13 2.078 0.236 -0.942
H14 -0.653 0.401 3.809
H15 -0.788 3.272 -2.000
H16 -0.573 -3.650 -2.341
H17 1.693 -2.693 3.493
H18 -1.120 -2.767 1.197
H19 -1.716 2.681 -1.020
H20 1.256 -1.262 3.042
H21 2.783 -2.201 -1.357
H22 -0.693 -0.527 -2.072
H23 0.283 -3.187 0.918
H24 -3.170 -0.974 2.361
H25 -1.696 -0.686 2.456
H26 0.682 -0.706 0.262
H27 -0.862 -2.793 -1.098
H28 1.311 -2.702 -1.172
H29 1.828 2.024 0.025
H30 -3.639 1.317 -1.868
H31 -0.348 0.526 0.165
H32 1.312 2.228 -2.988
H33 -2.795 0.204 -1.533
H34 0.518 2.922 1.383

Record 4
H34O17 | wB97M-V/def2-TZVPD

Calculated values
ΔE to the lowest compared entry with this formula, charge and spin: 56.40 kcal/mol
Kohn-Sham gap: 0.301 hartree
Electronic energy: -1299.44008 a.u.
HOMO energy: -8.8644 eV

Element x y z (Å)
O1 2.241 -1.722 -0.787
O2 -0.959 -2.775 1.732
O3 -0.700 1.989 -1.851
O4 -1.485 1.907 1.416
O5 1.313 3.304 -0.304
O6 -3.094 1.287 -1.138
O7 -2.405 -0.215 3.170
O8 0.394 -1.161 3.072
O9 -4.062 -0.211 0.906
O10 2.733 1.004 -0.167
O11 -0.091 -0.088 0.220
O12 1.163 1.347 2.126
O13 0.008 -2.845 -2.286
O14 -1.990 -1.731 -0.824
O15 -0.971 -0.339 -3.261
O16 3.472 -0.555 2.137
O17 2.294 0.528 -2.611
H1 -0.690 -0.295 -0.476
H2 3.023 -1.907 -1.337
H3 3.218 0.427 -2.896
H4 -1.654 -0.539 2.707
H5 -0.411 -2.155 2.256
H6 -2.216 1.521 -1.413
H7 -0.143 -3.608 -1.700
H8 -0.406 -3.441 1.382
H9 2.510 1.972 -0.107
H10 2.975 -0.013 1.554
H11 -1.203 -0.457 -4.151
H12 -0.780 1.418 -2.600
H13 1.538 3.807 -1.097
H14 2.408 -2.375 -0.104
H15 0.698 0.924 1.392
H16 0.444 1.719 2.669
H17 3.469 -0.120 3.011
H18 0.522 -0.232 2.851
H19 1.737 0.637 -3.386
H20 0.672 -2.317 -1.788
H21 -3.431 2.108 -0.700
H22 1.223 -1.254 3.510
H23 -1.452 -2.136 -1.532
H24 -1.383 2.590 0.780
H25 -3.611 0.012 0.094
H26 -1.585 -1.993 -0.003
H27 -0.456 -1.113 -3.105
H28 -1.960 -0.252 4.007
H29 -0.515 2.877 -2.226
H30 -1.055 1.143 1.041
H31 2.594 0.865 -1.081
H32 0.748 2.583 -0.573
H33 0.796 -0.171 -0.141
H34 -3.468 0.040 1.589

Record 5
H34O17 | wB97M-V/def2-TZVPD

Calculated values
Net charge: +1
<S²>: 0.76
Multiplicity: 2
ΔE to the lowest compared entry with this formula, charge and spin: 29.79 kcal/mol
Kohn-Sham gap (alpha / beta): 0.376 / 0.061 hartree
Electronic energy: -1299.00141 a.u.
HOMO energy (alpha / beta): -13.4079 / -12.7428 eV

Element x y z (Å)
O1 -0.271 3.696 -1.295
O2 -3.587 -2.512 0.875
O3 -0.055 1.836 0.845
O4 2.419 3.581 -3.553
O5 -2.850 -2.757 -1.461
O6 1.825 -0.180 2.209
O7 -2.897 0.079 3.093
O8 2.339 -2.822 -1.783
O9 -1.005 0.247 5.190
O10 -4.998 1.951 -1.733
O11 3.233 2.402 -0.592
O12 0.568 1.292 -4.031
O13 3.566 -2.964 2.461
O14 4.678 -1.157 0.909
O15 1.055 -5.228 -0.700
O16 -0.380 -0.857 -1.113
O17 -3.536 3.766 0.304
H1 4.449 -2.817 2.095
H2 -1.156 4.067 -1.261
H3 -0.454 0.335 4.411
H4 1.430 -5.398 0.167
H5 -5.487 1.230 -1.335
H6 -4.110 1.969 -1.372
H7 1.708 0.117 3.119
H8 0.313 -0.246 -1.379
H9 -3.076 3.096 0.811
H10 -2.457 -1.935 -1.781
H11 -3.135 -0.593 3.737
H12 4.357 -1.208 1.811
H13 -4.133 4.256 0.870
H14 -3.918 -2.263 -0.001
H15 -1.756 0.838 5.068
H16 0.243 2.210 -4.064
H17 2.356 -0.973 2.341
H18 0.208 1.082 1.386
H19 1.182 1.436 -4.776
H20 1.608 -3.420 -1.581
H21 -1.949 0.004 2.975
H22 0.283 -5.791 -0.804
H23 0.118 -1.468 -0.554
H24 -4.129 -2.088 1.558
H25 3.441 -3.865 2.141
H26 4.016 -0.917 0.259
H27 -3.469 -3.058 -2.136
H28 -0.235 2.740 -1.307
H29 3.151 -3.267 -1.532
H30 3.627 2.618 0.267
H31 2.737 2.905 -2.914
H32 2.321 2.385 -0.258
H33 -0.949 1.625 0.560
H34 1.520 3.686 -3.181